Entry 1:
DFT (ωB97M-V/def2-TZVPD) results for a 6-piece molecular cluster, C35H56FN6O16 overall in a non-equilibrium geometry.

Computed properties:
LUMO energy: -0.08810 hartree
HOMO-LUMO gap: 0.2777 hartree
Net charge: +1

Geometry (Å):
O: -9.493941 1.539329 0.985998
O: 2.938878 0.737138 0.715185
H: -4.636781 -0.082474 2.092794
C: 2.522106 4.275810 -1.210952
H: 1.291550 6.040735 -2.386000
C: -2.262317 -2.702270 -3.590783
C: -4.138502 0.084162 0.012740
C: 5.862848 -4.791820 -0.244956
O: -2.246320 1.497332 5.502575
H: -1.477256 3.596641 0.847926
C: 6.433579 -4.277681 1.848671
C: 1.209941 5.198433 -1.571353
N: -0.211100 -2.358898 0.024896
H: 2.082106 -2.044632 2.148749
H: -1.465996 -1.642600 -5.991274
H: -0.354935 -4.500992 -6.112939
O: 5.896906 -5.978173 0.432775
H: 0.813408 -0.476680 2.387172
H: 7.687132 -5.980106 1.422182
C: -0.537623 -3.509802 -6.542816
H: 4.981732 -0.376944 1.765864
C: 5.345029 2.098160 -4.583050
H: -1.239596 -3.654539 -7.370472
C: -0.713270 3.114018 6.429200
C: 4.925284 3.469367 -5.074354
C: 1.026401 -1.558017 1.943340
H: -1.215444 3.175055 7.400192
H: 5.806571 1.512366 -5.383218
O: 6.337759 -3.769897 0.530003
H: -5.966035 0.670163 -0.935383
C: -1.130671 -2.569552 -5.512283
C: 3.476630 -0.387221 -0.066374
H: 6.188939 4.098411 -6.716152
H: -11.329546 0.646391 3.657902
O: 4.470184 6.543314 -3.676321
H: -8.516709 0.281310 3.259076
H: 0.835899 1.205054 4.634974
C: -0.887243 1.729779 5.836417
C: -0.463782 3.844463 0.268201
H: 0.739618 2.067310 1.401602
O: -1.110928 -2.022962 -3.302209
H: 6.050226 2.177559 -3.748173
C: -0.193630 1.555703 4.518957
C: 3.555855 2.021742 0.350286
C: 0.904758 -1.326554 0.291311
C: 0.864792 2.930332 0.609243
H: 2.204009 -1.489971 -1.629834
C: -3.196180 -1.279882 -0.061174
F: 0.197994 -0.070839 -0.163302
C: 6.109360 -6.606834 2.752732
C: -0.294751 5.011547 -0.870921
O: 5.650834 5.603188 -5.396783
H: 3.587905 4.400315 -1.689992
H: 7.274301 -3.820118 2.377979
H: -0.550825 -2.020421 3.312536
H: -10.316749 2.092544 3.416855
H: -4.047257 1.295487 -1.760345
N: -4.312380 0.637477 1.409690
H: 4.097814 3.381194 -5.787539
C: 2.340293 3.079787 -0.097421
C: -2.245681 0.690777 4.399225
H: -6.160723 -0.368046 0.345775
H: -0.194021 2.459785 3.900630
H: 0.435859 -1.428620 -4.546738
H: 6.577425 -6.342601 3.705380
H: -3.771076 2.139247 -0.313046
C: 4.836286 5.562497 -4.298927
H: 4.415832 1.954964 -0.440827
H: -2.435785 -1.078823 -0.958848
N: -3.572988 1.238476 -0.832681
C: -0.210556 -2.291388 -4.362015
N: -2.439073 -1.574642 1.214759
H: 6.307840 -7.663662 2.546698
H: -9.288059 -1.204531 2.649452
H: 0.401297 -3.118746 -6.945244
C: -10.934569 1.341755 2.911642
H: -1.174820 3.876481 5.791824
C: 6.057937 4.269334 -5.643786
O: -0.986734 0.572737 3.878119
O: -8.076678 -0.182222 1.314504
H: 4.011950 2.465201 1.360478
C: -1.150134 -2.046388 1.188685
H: -0.576713 0.965209 6.557609
H: 5.022531 -6.507820 2.850846
O: -3.235396 0.151167 3.937753
H: 0.343981 3.358551 6.566558
C: -8.997224 -0.182337 2.390843
O: 5.459396 -4.660134 -1.386690
H: -2.865251 -1.431389 2.179494
H: -3.460033 1.129457 1.762150
H: 5.506239 -4.039883 2.380823
H: -11.772345 1.882118 2.459015
H: -10.808865 -0.007754 1.233684
O: 4.491809 4.276246 -3.991017
H: 2.754832 -2.615243 -0.131601
H: 4.199494 -2.070163 1.430060
H: 4.476016 1.549994 -4.204816
C: 2.352443 -1.540832 -0.454868
O: -7.589696 1.390434 -0.275263
H: 0.411269 -3.148185 -4.081080
H: 4.000123 -0.090038 -1.070819
H: 7.013677 4.098212 -5.136863
C: 6.635292 -5.745622 1.621589
H: -0.592061 -2.241281 -0.939199
H: 5.558114 -1.409425 0.275519
O: -3.176983 -2.872399 -2.804580
H: -3.857348 -2.207160 -0.331198
N: -0.219419 -2.357641 2.379857
O: -2.248214 -3.168116 -4.875579
C: -10.143141 0.613914 1.843155
N: -5.554102 -0.212792 -0.506368
H: -1.234919 5.663026 -1.164929
C: 4.623963 -1.108357 0.913881
C: -8.321871 0.954919 0.595322

Cartesian forces (eV/Å) of the 6 atoms listed first:
O 1.3198 -0.4081 -0.6340
O 1.2389 -0.1190 -2.3389
H 0.5638 0.9924 -0.8199
C -3.7651 -1.1761 2.3201
H 0.0085 -1.9052 1.8301
C -2.0877 -0.6273 1.0076

Atomic partial charges in e from the Mulliken method, atoms 1 to 6:
1 O -0.328
2 O -0.193
3 H 0.253
4 C -0.398
5 H 0.315
6 C 0.525

***

Entry 2:
DFT (ωB97M-V/def2-TZVPD) results for C35H57BiO3PSi2 as an isolated structure in a non-equilibrium geometry.

Computed properties:
LUMO energy: -0.12378 hartree
HOMO-LUMO gap: 0.2851 hartree
Net charge: +1
ΔE to the lowest compared entry with this formula, charge and spin: 0.00 kcal per mole

Geometry (Å):
C: -2.317537 -1.564024 0.317560
H: -4.902456 2.589705 5.008490
C: 2.728367 0.419305 -7.235404
C: -0.238312 -3.265885 -2.832467
H: 1.638076 -0.637186 -1.292813
O: 0.862717 1.461476 -6.114637
H: 4.803520 -0.567009 1.169017
C: 0.929285 -2.810310 7.051026
H: 2.403598 -1.601174 -2.564357
C: 1.169020 1.872799 2.093899
Si: -3.714534 -0.315965 0.058614
H: -3.239082 3.750807 3.552522
H: -2.334090 -0.863781 5.190604
H: 1.965129 3.611452 1.109055
C: 2.337924 -0.583965 -2.129876
C: 2.021707 2.978104 1.987158
Bi: -0.245121 -0.941440 0.919863
H: -2.094395 -2.097577 -0.631389
H: -1.153420 3.683873 -4.661342
H: 0.372554 -1.131715 8.301067
H: -0.835670 -0.324747 -2.893813
H: 2.881533 2.146555 -1.777796
H: 3.710601 2.630585 4.940628
C: -1.870643 2.087982 3.539968
H: -1.020362 -4.904868 -1.647117
H: -2.012120 1.456752 -0.470223
H: -5.053327 -2.055162 -1.133642
H: 3.618310 4.076233 2.908727
H: 3.776960 0.137778 -7.077696
C: 0.765079 -2.454672 4.656460
H: 2.036122 0.804006 5.232390
H: 4.890423 -0.872087 -2.777209
C: -1.468252 -1.166844 -3.231720
Si: 3.621554 -0.056364 -0.867513
H: -2.504418 -2.317150 1.110647
O: -1.192338 -2.278855 -2.374395
P: -0.147230 -0.140055 3.456653
H: -1.115214 3.069449 -6.324263
H: 0.659877 -3.198859 -2.179840
C: -3.726453 0.785905 5.189254
H: -1.523815 -2.450021 -5.049186
H: -0.275585 -5.393271 -3.192532
H: -5.873713 -0.470072 -1.091769
C: -4.905269 -0.971666 -1.231519
H: 4.554149 2.127948 -1.116567
H: -1.678999 2.012989 -4.999009
H: 3.246427 -1.343959 1.322054
H: 2.160012 -0.465817 -7.557226
C: -0.960282 2.797436 -5.273720
C: 0.157639 -0.674449 6.204447
O: -0.042993 2.082152 0.026341
H: -3.380091 1.488452 -1.604780
H: 2.837288 1.829885 -5.626082
H: -1.866521 -4.653003 -3.211492
C: 0.331545 1.405453 0.967721
C: 2.934870 3.239406 3.002958
C: -3.053019 2.736464 3.905527
C: -0.890128 -4.632984 -2.705473
C: 1.139767 1.131026 3.304492
H: -5.180623 0.829376 1.660357
C: 2.196281 0.990379 -5.932845
C: 3.731876 -0.432833 0.972437
C: 1.066027 -3.285551 5.736858
C: 0.464447 2.331237 -5.043332
C: 4.945523 -1.089517 -1.700264
H: 0.079116 -3.097221 -3.881075
H: -4.436171 0.280039 5.836124
C: -3.982808 2.080844 4.728764
H: -0.324966 -1.076640 -5.061761
H: -3.765374 0.144284 2.504099
H: 2.697268 1.173025 -8.034153
C: 3.520255 1.804615 -0.953601
H: -1.133765 2.611863 2.919081
C: 0.480794 -1.506081 7.281175
H: 2.272809 0.204784 -5.152569
C: -4.517220 -0.046681 1.725250
H: 5.918271 -0.829204 -1.264562
H: -3.571945 2.133163 0.050596
C: -3.101146 1.341910 -0.551102
H: -5.113889 -0.919588 2.016738
H: 3.141512 2.251622 -0.025627
H: 3.398963 0.363094 1.640803
C: 2.973878 2.445881 4.151714
H: -4.547968 -0.759020 -2.248210
H: 1.401537 -4.307542 5.555801
H: 1.990246 0.100096 -2.922489
C: -1.328464 -1.404411 -4.738285
C: -2.550148 0.134474 4.821893
H: -2.524817 -0.915835 -2.986394
H: 0.538816 1.869006 -4.027846
H: 1.147667 3.192687 -5.047472
H: 1.167237 -3.464400 7.893164
C: -1.618751 0.786187 3.993757
H: 0.880029 -2.805882 3.626968
C: 2.050877 1.409816 4.320095
C: 0.292709 -1.151340 4.889841
H: -0.209314 0.333915 6.395864
H: 4.691552 -2.156247 -1.534198
H: -2.059002 -0.773342 -5.265864

Cartesian forces (eV/Å) of the 6 atoms listed first:
C -0.1020 -0.0445 0.2459
H 0.1735 -0.1235 -0.0296
C -0.0190 0.0602 -0.1038
C 0.0252 0.1106 0.2094
H -1.6594 -0.2078 -0.5058
O 0.1596 -0.1302 1.0340

Atomic partial charges in e from the Mulliken method, atoms 1 to 6:
1 C -0.512
2 H 0.412
3 C -1.396
4 C -0.150
5 H -0.428
6 O -0.382